180
Properties=species:S:1:pos:R:3:forces:R:3:lowdin_charge:R:1 method="wB97M-V/def2-TZVPD" gap_ev=8.03 e_lumo_ev=-2.2 total_charge=+1
C 1.671 -0.568 1.429 0.8 0.0 1.8 0.15
C 0.772 -0.618 0.674 -1.3 -0.2 -1.5 -0.22
N -0.331 -0.683 -0.247 1.4 0.4 1.2 0.03
C -1.230 0.386 0.463 -0.2 0.6 0.4 -0.07
C -2.618 0.895 0.034 -0.6 0.0 -0.4 -0.14
C -3.448 0.427 -1.186 -0.4 0.2 -0.1 -0.25
C -4.903 0.094 -0.842 0.1 0.2 -0.2 -0.23
C -5.875 0.379 -2.002 -0.4 -0.3 1.1 -0.20
C -7.140 -0.511 -1.923 0.5 0.2 -0.6 -0.25
C -7.131 -1.593 -3.013 -0.3 0.3 0.5 -0.10
C -0.838 -2.153 -0.130 -0.8 -1.5 0.6 -0.38
C -0.162 -2.965 1.010 -0.3 -0.5 0.2 -0.28
N -0.478 -2.529 2.362 0.5 0.2 -0.2 0.04
P -2.723 -2.285 0.108 -0.5 0.2 -0.8 1.00
C -3.015 -4.060 0.457 0.5 -0.1 0.1 -0.22
O -3.051 -1.640 1.596 0.1 -0.3 0.0 -0.28
C -0.687 -3.026 -1.395 0.0 0.1 -0.6 -0.24
C -0.386 -2.282 -2.699 -0.1 -0.3 0.8 -0.37
C -0.523 -3.145 -3.930 0.3 -0.2 -0.3 -0.61
Br -1.426 -2.172 -5.328 -0.1 -0.1 0.0 0.87
C -0.189 -4.406 -4.212 -0.2 0.3 0.1 -0.73
C -0.500 -5.176 -5.455 -0.4 -0.4 0.5 -0.16
Br 0.775 -5.500 -2.991 0.1 0.0 0.0 0.83
C 0.833 -1.353 -2.510 -0.2 -0.4 -0.2 -0.54
I 2.524 -2.355 -1.566 -0.2 0.0 0.0 1.25
C 1.397 -0.752 -3.834 0.0 0.1 0.1 -0.36
C 2.645 -1.306 -4.526 -0.3 0.4 -1.2 -0.73
C 2.594 -2.692 -5.154 0.7 0.2 0.1 -0.19
I 2.861 0.099 -6.237 0.0 -0.1 0.2 0.83
C 0.302 -0.193 -1.601 1.5 1.2 -1.2 -0.36
O 1.410 0.593 -1.225 -0.3 -0.5 0.2 -0.02
C -0.590 0.743 -2.427 -0.5 0.2 -0.6 -0.12
O -0.660 2.023 -1.832 -0.5 -0.4 0.4 -0.08
C -1.511 2.921 -2.506 0.1 0.4 0.3 -0.24
O -0.717 3.910 -3.077 -0.1 -0.2 -0.2 -0.07
C -1.198 4.464 -4.295 0.4 0.4 -0.3 -0.17
C -1.330 5.983 -4.214 -1.1 -0.2 -0.4 -0.22
O -2.267 6.422 -5.203 0.4 0.1 -0.2 -0.07
H 2.297 -0.624 2.294 0.3 0.2 -0.3 0.09
H -1.286 0.005 1.480 -0.1 -0.4 -0.1 0.11
H -0.567 1.242 0.545 0.1 0.0 -0.4 0.12
H -3.274 0.771 0.893 0.2 -0.3 0.2 0.10
H -2.543 1.975 -0.062 0.3 0.1 0.0 0.11
H -3.506 1.230 -1.920 0.2 0.2 0.0 0.09
H -3.037 -0.433 -1.708 0.1 -0.1 0.1 0.05
H -4.967 -0.948 -0.525 0.0 -0.1 -0.1 0.06
H -5.235 0.696 0.005 0.1 0.0 0.1 0.12
H -6.203 1.408 -1.863 0.2 0.2 -0.4 0.11
H -5.374 0.281 -2.962 0.0 0.0 -0.2 0.10
H -7.188 -0.970 -0.937 -0.1 0.0 0.1 0.09
H -8.016 0.126 -2.021 -0.2 -0.1 -0.1 0.10
H -8.141 -1.957 -3.185 0.0 -0.2 -0.1 0.07
H -6.751 -1.161 -3.935 0.0 -0.1 -0.2 0.07
H -6.508 -2.433 -2.713 0.1 -0.1 -0.1 0.07
H -0.554 -3.974 0.861 -0.1 0.0 -0.2 0.10
H 0.901 -3.115 0.844 0.1 0.4 0.0 0.08
H -1.110 -3.159 2.830 -0.1 0.0 0.0 0.07
H 0.369 -2.460 2.906 0.0 0.0 0.1 0.08
H -2.479 -4.447 1.323 -0.2 0.0 0.1 0.05
H -2.792 -4.695 -0.396 0.0 0.0 -0.1 0.05
H -4.091 -4.130 0.612 -0.1 0.0 0.1 0.05
H -3.971 -1.855 1.794 -0.1 0.2 0.2 0.07
H -1.626 -3.536 -1.625 -0.2 0.0 0.2 0.09
H 0.012 -3.827 -1.198 0.3 0.1 0.0 0.01
H -1.266 -1.637 -2.773 0.2 0.3 -0.2 0.09
H 0.399 -5.390 -6.027 0.1 0.2 -0.2 0.09
H -1.281 -4.719 -6.046 0.2 0.3 -0.2 0.04
H -0.895 -6.142 -5.133 0.1 -0.1 -0.1 0.07
H 0.601 -0.765 -4.573 -0.1 -0.1 0.0 0.03
H 1.601 0.306 -3.708 0.2 0.0 0.3 0.06
H 3.576 -1.094 -4.018 -0.1 -0.2 0.3 0.04
H 2.976 -3.433 -4.453 -0.4 -0.2 0.1 0.05
H 3.274 -2.716 -6.001 0.1 -0.1 0.0 0.05
H 1.612 -2.937 -5.538 -0.2 -0.1 0.1 0.06
H 1.513 1.326 -1.840 -0.2 0.3 0.1 0.13
H -1.562 0.321 -2.667 -0.2 0.1 0.4 0.11
H -0.130 0.884 -3.404 0.2 -0.2 0.0 0.14
H -2.179 3.358 -1.756 0.1 0.0 0.1 0.14
H -2.128 2.413 -3.251 0.1 -0.1 -0.2 0.13
H -2.168 4.067 -4.600 -0.1 -0.2 0.3 0.12
H -0.493 4.216 -5.090 0.0 -0.1 0.0 0.13
H -0.404 6.482 -4.477 0.2 0.1 0.3 0.13
H -1.715 6.279 -3.238 0.4 0.0 0.3 0.12
H -3.118 6.011 -5.034 -0.1 0.0 0.1 0.08
C -11.500 1.234 0.765 0.0 0.0 0.0 -0.10
C -12.301 0.377 0.023 0.0 0.0 0.0 -0.10
C -11.866 -0.911 -0.257 0.0 0.0 0.0 -0.09
C -10.633 -1.345 0.212 0.0 0.0 0.0 -0.10
C -9.835 -0.488 0.957 0.0 0.0 0.0 -0.11
C -10.266 0.802 1.231 0.0 0.0 0.0 -0.10
H -11.840 2.238 0.982 0.0 0.0 0.0 0.10
H -13.264 0.713 -0.336 0.0 0.0 0.0 0.10
H -12.488 -1.577 -0.841 0.0 0.0 0.0 0.10
H -10.296 -2.351 -0.004 0.0 0.0 0.0 0.10
H -8.874 -0.827 1.324 0.0 0.0 0.0 0.09
H -9.641 1.472 1.808 0.0 0.0 0.0 0.10
C 8.133 -2.294 0.882 0.0 0.0 0.0 -0.07
C 8.589 -3.603 0.945 0.0 0.0 0.0 -0.09
C 7.819 -4.637 0.429 0.0 0.0 0.0 -0.09
C 6.594 -4.360 -0.159 0.0 0.0 0.0 -0.09
C 6.141 -3.049 -0.225 0.1 0.0 0.1 -0.10
C 6.906 -2.015 0.297 -0.1 0.0 0.0 -0.07
H 8.734 -1.490 1.289 0.0 0.0 0.0 0.10
H 9.547 -3.819 1.400 0.0 0.0 0.0 0.07
H 8.175 -5.657 0.485 0.0 0.0 0.0 0.10
H 5.993 -5.164 -0.566 0.0 0.0 0.0 0.10
H 5.186 -2.823 -0.680 0.0 0.0 0.0 0.00
H 6.547 -0.994 0.250 0.0 -0.4 0.0 0.06
C 1.904 2.979 3.008 0.1 0.0 -0.1 -0.11
C 2.565 3.812 3.899 0.0 0.0 0.1 -0.09
C 2.193 3.821 5.237 0.0 -0.1 0.0 -0.08
C 1.179 2.982 5.687 0.1 0.0 0.0 -0.09
C 0.533 2.135 4.798 0.0 0.1 0.0 -0.09
C 0.894 2.147 3.458 -0.1 -0.2 0.0 -0.11
H 2.183 2.964 1.961 0.0 0.1 0.0 0.10
H 3.366 4.452 3.553 0.0 0.0 0.0 0.11
H 2.699 4.476 5.933 0.0 0.0 0.0 0.10
H 0.901 2.984 6.732 0.0 0.0 0.0 0.10
H -0.246 1.469 5.147 0.0 0.0 0.0 0.10
H 0.395 1.494 2.754 -0.1 0.0 0.0 0.07
C 7.247 1.304 1.254 0.0 0.1 0.0 -0.10
C 6.899 1.184 -0.085 0.0 0.3 0.0 -0.12
C 5.562 1.101 -0.450 -0.1 0.2 0.0 -0.10
C 4.574 1.145 0.524 0.0 0.0 0.0 -0.09
C 4.923 1.268 1.862 0.0 -0.1 0.0 -0.09
C 6.259 1.344 2.228 0.0 0.0 0.0 -0.07
H 8.289 1.367 1.538 0.0 0.0 0.0 0.11
H 7.670 1.156 -0.844 0.0 0.0 0.0 0.11
H 5.292 1.002 -1.494 0.0 0.0 0.0 0.10
H 3.529 1.080 0.239 0.0 0.0 0.0 0.07
H 4.149 1.301 2.619 0.0 0.0 0.0 0.08
H 6.531 1.433 3.272 0.0 0.0 0.0 0.11
C 11.183 -2.675 3.702 0.0 0.0 0.0 -0.11
C 11.769 -2.658 4.960 0.0 0.0 0.0 -0.10
C 12.988 -2.025 5.148 0.0 0.0 0.0 -0.09
C 13.620 -1.402 4.079 0.0 0.0 0.0 -0.09
C 13.033 -1.416 2.823 0.0 0.0 0.0 -0.09
C 11.815 -2.056 2.633 0.0 0.0 0.0 -0.10
H 10.233 -3.175 3.556 0.0 0.0 0.0 0.09
H 11.275 -3.142 5.792 0.0 0.0 0.0 0.11
H 13.449 -2.017 6.128 0.0 0.0 0.0 0.10
H 14.570 -0.905 4.227 0.0 0.0 0.0 0.10
H 13.524 -0.930 1.990 0.0 0.0 0.0 0.10
H 11.360 -2.071 1.650 0.0 0.0 0.0 0.09
C -16.430 3.449 2.338 0.0 0.0 0.0 -0.10
C -17.230 2.592 1.595 0.0 0.0 0.0 -0.10
C -16.795 1.304 1.316 0.0 0.0 0.0 -0.09
C -15.563 0.871 1.787 0.0 0.0 0.0 -0.11
C -14.765 1.727 2.533 0.0 0.0 0.0 -0.11
C -15.197 3.017 2.806 0.0 0.0 0.0 -0.10
H -16.769 4.454 2.554 0.0 0.0 0.0 0.10
H -18.192 2.929 1.233 0.0 0.0 0.0 0.10
H -17.417 0.638 0.733 0.0 0.0 0.0 0.10
H -15.225 -0.136 1.573 0.0 0.0 0.0 0.10
H -13.805 1.387 2.901 0.0 0.0 0.0 0.10
H -14.573 3.686 3.385 0.0 0.0 0.0 0.10
C 10.141 -8.033 4.822 0.0 0.0 0.0 -0.10
C 10.016 -7.357 3.616 0.0 0.0 0.0 -0.10
C 10.933 -6.373 3.274 0.0 0.0 0.0 -0.10
C 11.980 -6.069 4.133 0.0 0.0 0.0 -0.10
C 12.106 -6.747 5.337 0.0 0.0 0.0 -0.09
C 11.186 -7.727 5.683 0.0 0.0 0.0 -0.09
H 9.426 -8.799 5.090 0.0 0.0 0.0 0.10
H 9.203 -7.598 2.943 0.0 0.0 0.0 0.10
H 10.834 -5.841 2.336 0.0 0.0 0.0 0.09
H 12.695 -5.303 3.864 0.0 0.0 0.0 0.10
H 12.923 -6.511 6.007 0.0 0.0 0.0 0.10
H 11.283 -8.253 6.624 0.0 0.0 0.0 0.10
C -1.551 11.143 -3.431 0.0 0.0 0.0 -0.09
C -1.312 9.777 -3.393 0.0 -0.1 0.0 -0.09
C -0.596 9.228 -2.338 0.0 0.0 0.0 -0.10
C -0.126 10.043 -1.318 0.0 0.0 0.0 -0.10
C -0.368 11.409 -1.355 0.0 0.0 0.0 -0.10
C -1.078 11.959 -2.413 0.0 0.0 0.0 -0.09
H -2.106 11.573 -4.254 0.0 0.0 0.0 0.10
H -1.684 9.140 -4.187 0.0 0.0 0.0 0.09
H -0.402 8.164 -2.311 0.0 0.0 0.0 0.08
H 0.430 9.614 -0.495 0.0 0.0 0.0 0.10
H -0.002 12.045 -0.559 0.0 0.0 0.0 0.10
H -1.262 13.025 -2.444 0.0 0.0 0.0 0.10